1.
Computed, not measured: a cluster of 3 separate species, C12H21BCl4F9NOP in total, with ωB97M-V with the def2-TZVPD basis set.

ORCA input file:
```
! RIJCOSX wB97M-V def2-TZVPD def2/J DEFGRID3
* xyz 1 1
C 3.15854 0.24313 2.00061
N 3.81289 0.80324 0.80491
C 4.20007 -0.31673 -0.11438
B 3.01099 1.69399 0.03637
O 3.47713 2.59536 -0.87147
P 1.03295 1.70588 0.25211
C 0.25107 3.07003 -0.65162
C -1.21111 3.43650 -0.31343
C -2.08657 2.27260 0.10222
F -1.78501 1.84822 1.36810
F -1.85752 1.22809 -0.76395
C -3.59749 2.61955 0.03242
F -3.75475 3.83891 0.60905
F -3.94811 2.71180 -1.26581
C -4.58842 1.65703 0.75764
F -4.46598 1.79069 2.08196
F -5.81988 2.06802 0.39566
C -4.51196 0.15317 0.38766
F -5.52474 -0.47673 0.96816
F -3.37737 -0.39677 0.82841
F -4.60390 -0.00493 -0.92507
H 2.38316 -0.49635 1.75438
H 2.75483 1.03667 2.63082
H 3.90294 -0.28129 2.60479
H 4.81357 -1.02373 0.44836
H 3.32667 -0.87072 -0.48127
H 4.79784 0.06332 -0.94071
H 3.89536 2.23161 -1.66536
H 0.53069 0.46439 -0.13719
H 0.72829 1.84442 1.60352
H 0.88765 3.92859 -0.41436
H 0.38781 2.87648 -1.71677
H -1.66297 3.83739 -1.22626
H -1.24993 4.23981 0.42184
Cl 6.93782 -3.34715 -1.80828
C 5.92308 -2.99717 -3.22826
C 6.36139 -1.74813 -3.94668
Cl 6.09226 -0.28337 -2.95018
H 4.89425 -2.91575 -2.88661
H 6.00055 -3.84712 -3.90363
H 5.78567 -1.62569 -4.86162
H 7.41823 -1.77404 -4.19546
Cl -6.48004 -5.07851 3.78178
C -5.45632 -3.77966 3.12630
C -5.22356 -3.93128 1.64517
Cl -4.20882 -5.34574 1.26066
H -4.51815 -3.78497 3.67538
H -5.97095 -2.83878 3.31618
H -4.70032 -3.05544 1.26647
H -6.16187 -4.03879 1.10742
*
```

Summary:
Frontier orbital gap (eV): 8.5
LUMO energy (eV): -3.73
HOMO level (Ha): -0.4488

These are the Mulliken partial charges, in e, on atoms 1 to 2:
1 C -1.07
2 N 0.00


2.
Computed, not measured: a structure of composition C30H39N3O3OsPS2Se, with ωB97M-V with the def2-TZVPD basis set.

ORCA input file:
```
! RIJCOSX wB97M-V def2-TZVPD def2/J DEFGRID3
* xyz 3 1
Os 0.61667 0.55959 0.34561
C 3.75446 2.02132 1.36766
C 2.59137 1.09893 1.53947
C 2.67115 -0.21275 0.98837
C 3.85148 -0.59730 0.14997
C 1.67168 -1.17316 1.33978
C 1.74255 -2.58497 0.82248
C 0.71642 -0.84388 2.36266
C -0.09159 -1.90429 3.01798
C 0.44638 0.52088 2.64221
C -0.74179 0.88570 3.48414
C 1.41488 1.50885 2.24660
C 1.24739 2.92868 2.69322
H 4.24459 1.91326 0.40361
H 4.48678 1.72891 2.12995
H 3.51640 3.06521 1.52927
H 4.72924 -0.67198 0.79818
H 4.07054 0.14160 -0.61856
H 3.71595 -1.55712 -0.33255
H 2.03807 -2.61599 -0.22363
H 0.77678 -3.07414 0.90126
H 2.47208 -3.16522 1.39200
H -1.05468 -2.02622 2.51770
H -0.29534 -1.62021 4.04985
H 0.42804 -2.85814 3.00625
H -0.45417 0.96569 4.53532
H -1.51648 0.12887 3.39961
H -1.18039 1.83164 3.18221
H 0.20509 3.18319 2.85513
H 1.66394 3.63282 1.97663
H 1.77551 3.07249 3.63998
C -2.75688 -1.11311 -1.88340
P -2.30105 -1.41377 -0.17878
C -2.03355 -3.18049 -0.07652
C -3.69648 -1.00095 0.85088
O -1.03597 -0.69328 0.33527
H -3.57102 -1.80447 -2.11413
H -1.92461 -1.31410 -2.55552
H -3.13580 -0.10362 -2.01616
H -2.93599 -3.69537 -0.41160
H -1.82201 -3.49614 0.94496
H -1.20851 -3.46864 -0.72919
H -4.58303 -1.52812 0.49356
H -3.88578 0.07056 0.81512
H -3.50408 -1.30308 1.88099
C 2.21102 0.74778 -4.80267
N 0.91977 1.19636 -4.28576
C 0.30766 0.79786 -3.16995
Se 0.95980 -0.48200 -1.93994
N -0.86496 1.43972 -3.06997
C -1.02263 2.29888 -4.15279
C -2.04492 3.17319 -4.50854
C -1.86592 3.86693 -5.68736
C -0.71698 3.69956 -6.48174
C 0.29378 2.83091 -6.12673
C 0.11314 2.13454 -4.93500
H 2.64634 0.03077 -4.11429
H 2.87247 1.60521 -4.91078
H 2.06495 0.27546 -5.77203
H -1.54311 1.29983 -2.33262
H -2.93798 3.28561 -3.90791
H -2.63464 4.55042 -6.02127
H -0.63035 4.26254 -7.40074
H 1.17010 2.69963 -6.74634
O -2.97616 1.84398 -0.87365
S -2.31087 2.63138 0.13406
O -2.77549 2.59034 1.47544
N -0.67716 2.17397 0.07054
C 0.04821 3.08858 -0.52180
S 1.58927 2.44502 -0.79290
C -0.62591 4.33484 -0.85301
C -0.12767 5.49625 -1.41614
C -1.00675 6.56220 -1.58813
C -2.33848 6.46241 -1.20314
C -2.84906 5.29085 -0.63848
C -1.96876 4.24641 -0.48301
H 0.91328 5.57912 -1.70229
H -0.64599 7.48658 -2.01808
H -2.99663 7.31003 -1.34042
H -3.88663 5.21884 -0.34000
*
```

Summary:
Frontier orbital gap (eV): 6.7
LUMO energy (eV): -9.63
HOMO level (Ha): -0.6009

These are the Mulliken partial charges, in e, on atoms 1 to 2:
1 Os 1.78
2 C -1.47


3.
Computed, not measured: a structure of composition C15H15N8NiO3S2, with ωB97M-V with the def2-TZVPD basis set.

ORCA input file:
```
! RIJCOSX wB97M-V def2-TZVPD def2/J DEFGRID3
* xyz 1 3
Ni -0.16438 0.03762 -1.38253
N 0.05750 -3.43821 0.88706
C 0.65377 -2.25866 0.74845
N 0.36792 -1.77852 -0.44614
C -0.46099 -2.73346 -0.98082
N -0.66781 -3.75758 -0.20330
C -0.98355 -2.54318 -2.33401
C -1.53236 -3.54899 -3.11559
N -1.89454 -3.32189 -4.37263
C -1.70709 -2.09657 -4.85465
C -1.17992 -1.07798 -4.07618
N -0.82853 -1.30745 -2.81556
H 0.01741 -4.02404 1.70616
H 1.28937 -1.80110 1.48929
H -1.67535 -4.54437 -2.71338
H -1.98454 -1.91934 -5.88616
H -1.04905 -0.07297 -4.45323
N 4.41725 1.87602 4.21504
C 3.19649 1.58396 3.67735
C 2.50302 0.42755 4.06792
C 1.27670 0.12668 3.51353
C 0.72410 0.96942 2.55083
C 1.39477 2.12450 2.16113
C 2.62027 2.42456 2.71163
S -0.88552 0.62558 1.97147
O -1.12727 -0.78560 2.15078
O -1.82386 1.55914 2.52804
N -0.71809 0.95974 0.37244
C -1.76750 1.52601 -0.29879
S -3.23031 2.27491 0.25255
C -3.72426 2.48524 -1.39023
C -2.80223 2.00607 -2.23382
N -1.67837 1.47608 -1.62248
H 4.73930 1.37334 5.02085
H 4.85286 2.75898 4.02464
H 2.93298 -0.22284 4.82052
H 0.72401 -0.74938 3.83025
H 0.94510 2.78718 1.43045
H 3.14537 3.32367 2.41017
H -4.65888 2.96436 -1.63401
H -2.86757 2.03083 -3.31188
O 0.96880 1.10849 -2.79067
H 0.65352 2.02174 -2.77524
H 1.93146 1.13046 -2.84923
*
```

Summary:
Frontier orbital gap (spin up / spin down) (eV): 7.2 / 7.1
Energy above the lowest of the compared OMol25 structures with the same formula, charge and spin (kcal per mole): 3.56
LUMO energy (spin up / spin down) (eV): -3.51 / -3.56
HOMO level (spin up / spin down) (Ha): -0.3935 / -0.3934

These are the Mulliken partial charges, in e, on atoms 1 to 2:
1 Ni 0.16
2 N 0.29


4.
Computed, not measured: a cluster of 10 separate species, C35H87N3O10 in total, with ωB97M-V with the def2-TZVPD basis set.

ORCA input file:
```
! RIJCOSX wB97M-V def2-TZVPD def2/J DEFGRID3
* xyz 0 1
C 7.29506 -16.70589 19.01845
C 7.17788 -17.26254 17.61067
O 6.73051 -16.17987 16.78536
H 7.90176 -15.80850 19.13071
H 7.72660 -17.42236 19.72414
H 6.29216 -16.50418 19.40269
H 6.35718 -17.98432 17.53990
H 8.16275 -17.66143 17.34714
H 6.76193 -16.46506 15.86620
C 11.31414 -17.89186 18.16833
C 12.44577 -17.64155 19.15434
O 13.08607 -16.42366 18.87881
H 10.97056 -18.91393 18.35065
H 11.59696 -17.76938 17.12382
H 10.46864 -17.22626 18.36281
H 13.14901 -18.47112 18.99248
H 12.01370 -17.78036 20.15008
H 13.53426 -16.13247 19.69231
C 15.00624 -25.75656 19.60012
C 15.62680 -24.52558 18.94768
O 16.13976 -23.59815 19.93353
H 14.14307 -25.47416 20.19712
H 15.71962 -26.36683 20.14907
H 14.75279 -26.36606 18.72639
H 14.91903 -23.97470 18.32366
H 16.49831 -24.85025 18.37105
H 16.73196 -23.03349 19.42659
C 10.62767 -26.47461 18.52600
C 10.04809 -26.35206 17.13570
O 9.97094 -24.92255 16.89241
H 11.56553 -25.92481 18.50226
H 10.62618 -27.51150 18.86256
H 10.00437 -25.94110 19.24911
H 9.11050 -26.85405 16.86929
H 10.74648 -26.73154 16.37351
H 10.10620 -24.92107 15.93767
O 13.25259 -17.08679 23.37496
H 12.93908 -16.42515 24.00354
H 12.62000 -17.81741 23.45249
O 14.76796 -16.30265 21.13398
H 14.63089 -15.92868 22.00879
H 14.68232 -17.25229 21.27018
O 10.87176 -21.59239 16.39089
H 11.56874 -21.25349 16.96529
H 10.97701 -22.55157 16.42193
C 9.39889 -19.39949 21.24974
C 10.13208 -20.75024 21.33510
C 9.93274 -21.46220 19.95762
C 10.93288 -22.58194 19.71520
C 12.32364 -21.98551 19.94148
C 12.54826 -21.49873 21.37193
N 11.52856 -20.53839 21.70578
O 11.64974 -20.07907 23.03636
C 12.70507 -22.77219 22.23200
C 13.90899 -20.80436 21.41543
C 9.37428 -21.61799 22.36432
H 9.96970 -18.70267 20.63072
H 9.38601 -18.88557 22.21335
H 8.39675 -19.51706 20.84284
H 8.91922 -21.85847 19.96883
H 9.98543 -20.72648 19.15298
H 10.89700 -22.84003 18.65620
H 10.75766 -23.50490 20.26747
H 12.34651 -21.07902 19.31768
H 13.16823 -22.59576 19.62185
H 13.67598 -23.25507 22.32714
H 12.51806 -22.48745 23.28621
H 11.92456 -23.53884 22.18902
H 14.08776 -20.52575 22.46278
H 14.80083 -21.37962 21.15333
H 14.01156 -19.85871 20.87798
H 9.91804 -22.50565 22.70863
H 8.40716 -21.95070 21.99742
H 9.22213 -21.06341 23.29766
H 11.43085 -20.84826 23.59191
C 8.95277 -19.99584 26.85165
C 9.77180 -18.73147 27.06482
C 8.84989 -17.77342 27.84109
C 9.52859 -16.48962 28.31437
C 10.72175 -16.89237 29.18127
C 11.72089 -17.79082 28.39629
N 10.95574 -18.95593 27.89909
O 11.82863 -19.89903 27.27550
C 12.44048 -16.90981 27.36777
C 12.79536 -18.32963 29.34818
C 10.08705 -18.14093 25.64398
H 9.46277 -20.77846 26.28627
H 8.00424 -19.71127 26.40734
H 8.80801 -20.44785 27.83975
H 8.00504 -17.54372 27.18761
H 8.47886 -18.37903 28.67267
H 8.77366 -15.87556 28.80797
H 9.83536 -15.88967 27.45302
H 10.35223 -17.50418 30.00549
H 11.22881 -15.97898 29.49096
H 12.64962 -15.93193 27.79749
H 13.34843 -17.38292 26.98381
H 11.85907 -16.74594 26.45880
H 12.41135 -19.04014 30.07792
H 13.51000 -18.89099 28.74043
H 13.36328 -17.47805 29.72219
H 11.08932 -18.49281 25.37965
H 10.10317 -17.05840 25.53529
H 9.39667 -18.61232 24.94624
H 11.72005 -20.67295 27.83872
C 17.09193 -18.65052 22.59733
C 17.06304 -18.98867 24.09121
C 16.46967 -17.73960 24.79019
C 16.02310 -18.09728 26.20751
C 15.05519 -19.26628 26.15667
C 15.56586 -20.56472 25.55655
N 16.22495 -20.16362 24.28489
O 16.68102 -21.26567 23.52094
C 16.55228 -21.29849 26.48876
C 14.39953 -21.49786 25.24208
C 18.49340 -19.31716 24.60634
H 16.18414 -18.26572 22.13307
H 17.49193 -19.44060 21.96316
H 17.74520 -17.77969 22.45271
H 17.28253 -17.02573 24.93504
H 15.56568 -17.33769 24.33538
H 15.60401 -17.28683 26.80757
H 16.88958 -18.40666 26.80557
H 14.05690 -19.03996 25.76653
H 14.80605 -19.48919 27.20642
H 17.28294 -21.87829 25.92010
H 17.11702 -20.72222 27.22259
H 15.99803 -22.06649 27.03888
H 14.72401 -22.47907 24.88903
H 13.81556 -21.62955 26.15148
H 13.87445 -21.05847 24.39287
H 19.13727 -18.43548 24.56110
H 18.93002 -20.14049 24.05177
H 18.33616 -19.54554 25.65872
H 15.91950 -21.36531 22.93740
*
```

Summary:
Frontier orbital gap (eV): 8.2
Energy above the lowest of the compared OMol25 structures with the same formula, charge and spin (kcal per mole): 0.00
SMILES: CC1(C)CCCC(C)(C)N1O.CC1(C)CCCC(C)(C)N1O.CC1(C)CCCC(C)(C)N1O.CCO.CCO.CCO.CCO.O.O.O
LUMO energy (eV): 0.39
HOMO level (Ha): -0.2882

These are the Mulliken partial charges, in e, on atoms 1 to 2:
1 C -0.81
2 C -0.05


5.
Computed, not measured: a structure of composition C22H23F5GeN3O3SZr, with ωB97M-V with the def2-TZVPD basis set.

ORCA input file:
```
! RIJCOSX wB97M-V def2-TZVPD def2/J DEFGRID3
* xyz 1 1
Zr 0.14151 0.69590 0.24109
C 0.11030 3.73777 3.19489
C -0.32194 3.09495 1.91522
O 0.58794 2.27119 1.39926
C -1.52965 3.37046 1.34391
C -1.95445 3.02155 0.01030
C -2.96629 3.87951 -0.67650
N -1.39185 2.02991 -0.61541
N -1.58383 1.92148 -1.98983
C -0.50210 1.41357 -2.49327
O 0.53088 1.11390 -1.71564
C -0.41585 1.08125 -3.92450
C -1.53714 1.20540 -4.74381
C -1.44978 0.86823 -6.08258
C -0.24799 0.40944 -6.60895
C 0.86863 0.28652 -5.79502
C 0.78692 0.62018 -4.45216
H 1.10977 4.15259 3.06319
H 0.17152 2.98918 3.98832
H -0.57245 4.52332 3.50664
H -2.14697 4.08913 1.86321
H -3.48027 4.51938 0.03549
H -3.67749 3.26219 -1.22222
H -2.46380 4.50661 -1.41578
H -2.46593 1.56383 -4.32185
H -2.31896 0.96278 -6.71945
H -0.18342 0.14802 -7.65690
H 1.80421 -0.06743 -6.20671
H 1.65086 0.53055 -3.80802
F 5.19320 -2.61075 5.02426
C 3.97805 -2.18187 4.76460
C 3.80049 -1.04976 3.97911
F 4.85089 -0.40928 3.49593
C 2.52629 -0.59103 3.70716
F 2.39325 0.50588 2.96997
C 1.41330 -1.26218 4.20179
S -0.26098 -0.77134 3.99489
C 1.61183 -2.39356 4.98970
F 0.55573 -3.03532 5.47969
C 2.88035 -2.85866 5.27668
F 3.04740 -3.93357 6.02454
O -1.30177 0.08330 1.93564
N -0.22936 -0.29345 2.42647
C -0.67724 -3.42829 1.20407
Ge -0.33173 -2.47179 -0.47546
C -1.89705 -1.35842 -0.97154
C -0.02384 -3.74181 -1.91496
C 1.17598 -1.22376 -0.23001
H -1.74172 -3.60716 1.35784
H -0.28604 -2.89931 2.07267
H -0.17693 -4.39636 1.16670
H -2.74683 -2.02598 -1.12422
H -1.72751 -0.84257 -1.91852
H -2.25206 -0.62576 -0.23686
H -0.84092 -4.46166 -1.96900
H 0.90618 -4.28225 -1.74164
H 0.04861 -3.22574 -2.87227
H 1.66809 -1.14465 -1.20231
H 1.89194 -1.66424 0.47215
*
```

Summary:
Frontier orbital gap (eV): 5.6
Energy above the lowest of the compared OMol25 structures with the same formula, charge and spin (kcal per mole): 93.82
LUMO energy (eV): -5.52
HOMO level (Ha): -0.4076

These are the Mulliken partial charges, in e, on atoms 1 to 2:
1 Zr 1.09
2 C -1.21


6.
Computed, not measured: a structure of composition C28H26N4O5Re, with ωB97M-V with the def2-TZVPD basis set.

ORCA input file:
```
! RIJCOSX wB97M-V def2-TZVPD def2/J DEFGRID3
* xyz 2 2
Re 0.06530 0.05790 0.17040
O 3.69580 1.23500 -0.02660
C 2.54990 1.23380 0.32920
O 1.86150 0.25650 0.80860
C 1.65230 2.47360 0.23350
C 2.14630 3.75100 0.07040
C 1.24780 4.81070 0.11900
C -0.08330 4.53210 0.39400
C -0.49930 3.21660 0.51010
N 0.34100 2.18640 0.37700
H 3.20540 3.89270 -0.08000
H 1.58940 5.82490 -0.02230
H -0.79990 5.32770 0.51760
H -1.52900 2.97020 0.72250
C 0.32330 -7.88630 0.59480
O -0.15410 -6.57900 0.32060
C -1.32410 -6.42790 -0.32810
C -2.17470 -7.45900 -0.71970
C -3.33550 -7.17150 -1.40860
C -3.66850 -5.85810 -1.72740
C -2.84800 -4.81820 -1.33220
C -1.68110 -5.08260 -0.62090
N -0.74900 -4.11420 -0.25300
C -0.92840 -2.80220 -0.00210
N -2.18700 -2.37880 0.22860
C -2.75300 -1.12850 0.07500
C -1.98040 0.04460 -0.20140
C -2.76760 1.15480 -0.60740
C -4.14710 1.15680 -0.59750
C -4.86270 0.03330 -0.19820
C -4.17740 -1.13380 0.09870
O -4.74690 -2.32710 0.37140
C -6.16120 -2.44200 0.37270
N 0.08410 -1.92590 -0.05320
C 1.42150 -2.38690 -0.18080
C 2.24840 -1.82170 -1.15490
C 3.60040 -2.08690 -1.16940
C 4.14900 -2.91480 -0.19530
C 3.34890 -3.50230 0.76570
C 1.97800 -3.26600 0.78420
O 1.11630 -3.78700 1.68890
C 1.60640 -4.62840 2.71910
H 1.30190 -7.75510 1.05060
H 0.42760 -8.46670 -0.32320
H -0.33420 -8.40970 1.29130
H -1.92900 -8.48340 -0.49420
H -3.97880 -7.97720 -1.72220
H -4.55800 -5.64810 -2.29980
H -3.08450 -3.81000 -1.63150
H 0.17100 -4.50690 -0.08130
H -2.88160 -3.10790 0.39570
H -2.26610 2.03980 -0.96780
H -4.68560 2.03710 -0.91080
H -5.93800 0.06490 -0.16140
H -6.36520 -3.50490 0.48120
H -6.59270 -2.08090 -0.56350
H -6.59550 -1.90080 1.21510
H 1.80390 -1.17280 -1.90460
H 4.23250 -1.63610 -1.91560
H 5.20890 -3.10690 -0.18730
H 3.79860 -4.12740 1.52000
H 0.72290 -4.97090 3.25420
H 2.25730 -4.08540 3.40730
H 2.13730 -5.49000 2.30690
*
```

Summary:
Frontier orbital gap (spin up / spin down) (eV): 4.3 / 5.6
LUMO energy (spin up / spin down) (eV): -9.09 / -7.97
HOMO level (spin up / spin down) (Ha): -0.4906 / -0.4970

These are the Mulliken partial charges, in e, on atoms 1 to 2:
1 Re 1.44
2 O -0.51


| no. | F_max (eV/A) |
| --- | --- |
| 1 | 1.97 |
| 2 | 0.47 |
| 3 | 0.60 |
| 4 | 2.99 |
| 5 | 0.51 |
| 6 | 3.59 |